Record 1
Density functional theory data (ωB97M-V/def2-TZVPD) for a cluster of 4 separate species, C3H11ClNO4 in total.

The geometry in XYZ format:
```
20
Properties=species:S:1:pos:R:3:forces:R:3
Cl 0.748008 0.218031 -1.570700 0.10 0.21 -0.12
C 1.606103 -2.741608 0.343586 0.90 -0.46 -0.12
O 0.774440 -2.984745 -0.769131 -0.65 0.16 0.59
H 1.525834 -3.526910 1.095226 0.08 -0.31 -0.29
H 2.577991 -2.668810 -0.144502 0.87 -0.10 0.77
H 1.457879 -1.828717 0.920438 -0.54 0.25 -0.44
H 0.498428 -2.087691 -0.970904 -0.42 0.47 -0.85
C 0.662418 4.246621 -1.549504 1.26 1.39 -0.42
O -0.582432 4.906197 -1.358200 -1.11 -0.65 0.08
H 0.718948 3.159136 -1.597144 -1.04 -0.12 0.26
H 1.031007 4.643364 -2.495465 0.29 -0.29 -0.35
H 1.409956 4.575100 -0.827440 -0.04 -0.07 0.38
H -0.568965 5.656245 -0.759165 0.59 -0.36 0.05
C -1.590976 -1.032793 1.192747 0.07 -1.35 0.13
N -1.849767 -2.447746 1.582174 -0.98 3.95 -1.67
O -0.890779 -3.169509 1.785212 3.72 -2.35 1.12
O -3.024710 -2.796383 1.813233 -3.38 -0.71 0.82
H -1.096935 -1.096435 0.223217 0.00 0.56 0.01
H -0.907409 -0.592943 1.918937 0.34 0.13 0.17
H -2.499040 -0.430402 1.167385 -0.08 -0.35 -0.13
```
Forces are in eV/Å.

Values from the calculation:
Lowest unoccupied orbital energy (spin up / spin down) in Ha: 0.1773 / 0.1765
Multiplicity: 2
Kohn-Sham gap (spin up / spin down) in Ha: 0.07093 / 0.21177
<S²>: 0.75
Total charge: -2

Record 2
Density functional theory data (ωB97M-V/def2-TZVPD) for a structure of composition C3H11FN3O2.

The geometry in XYZ format:
```
20
Properties=species:S:1:pos:R:3:forces:R:3
C 1.436935 2.649993 0.342723 0.54 0.45 -1.80
C 1.709121 -1.653696 0.112742 -1.19 2.93 -1.75
C 0.149263 0.381703 0.509451 5.22 1.84 -0.49
N -0.984863 0.839849 0.310398 -1.83 0.85 -0.65
N 0.535028 -0.893062 0.715349 0.54 -1.42 0.74
N -2.822598 -0.747904 -0.479450 -2.73 5.03 1.22
O 1.468944 -1.923265 -1.216337 -0.61 -0.95 -1.02
O 1.623852 1.277792 0.555604 -4.50 -3.37 0.54
F -0.532145 -1.848223 0.868614 0.55 1.40 -0.44
H 1.308253 2.817243 -0.749482 -0.78 0.18 0.60
H 2.445144 3.018888 0.443348 0.41 0.36 0.59
H 0.767378 3.228444 0.993576 -0.03 -0.57 -0.12
H 2.556544 -0.984857 0.168429 0.03 0.29 0.19
H 1.867858 -2.505439 0.640338 0.18 -2.30 2.07
H -2.016571 -0.005189 -0.017189 0.10 -0.55 -0.02
H -1.264314 1.755612 -0.080788 1.25 -0.34 0.97
H -3.058187 -0.348907 -1.370281 0.38 -0.80 -1.08
H -3.713168 -0.607391 0.029913 0.64 -0.35 0.10
H -2.542935 -1.639507 -0.368362 1.19 -3.92 -0.37
H 1.066467 -2.812090 -1.408600 0.64 1.25 0.72
```
Forces are in eV/Å.

Values from the calculation:
Lowest unoccupied orbital energy in Ha: -0.1212
Kohn-Sham gap in Ha: 0.39629
Energy relative to the best compared isomer or geometry (same formula, charge and spin) in eV: 1.193
Total charge: +1

Record 3
Density functional theory data (ωB97M-V/def2-TZVPD) for a cluster of 2 separate species, C3H11FN4 in total.

The geometry in XYZ format:
```
19
Properties=species:S:1:pos:R:3:forces:R:3
C 0.354583 -0.740965 -0.084084 -2.43 2.96 0.32
C 1.471622 -1.721415 -0.019451 0.59 -3.25 0.35
C -1.795400 0.305851 -0.474903 -1.40 -1.55 -1.74
N -0.850637 -0.728872 -0.362964 3.32 -1.88 -0.04
N 0.966559 1.334396 0.484880 -1.01 -3.20 0.84
N -3.102872 -0.119209 0.193491 1.28 -1.86 -0.23
N 2.291857 1.405851 -0.110909 -1.76 -1.89 -0.91
F 2.762753 -1.180992 -0.146121 -1.65 -0.07 -0.25
H 1.509230 -2.309889 1.019661 -0.56 1.27 -2.22
H 1.229966 -2.493989 -0.910157 0.87 1.62 1.98
H -1.348581 1.096821 0.006897 0.23 2.56 1.02
H -2.121211 0.500817 -1.555561 0.94 -0.14 1.46
H 1.143596 1.146498 1.521554 -0.25 0.37 -1.63
H -3.500160 0.703997 0.579955 -1.52 1.05 -0.10
H -3.035531 -0.761198 0.992391 0.77 0.13 0.18
H -3.640524 -0.713885 -0.461905 -0.45 1.08 0.08
H 2.408944 2.354844 -0.297116 0.69 2.17 -1.06
H 2.922580 1.144243 0.595849 1.83 -0.75 0.54
H 2.333232 0.777099 -0.971503 0.52 1.38 1.41
```
Forces are in eV/Å.

Values from the calculation:
Lowest unoccupied orbital energy (spin up / spin down) in Ha: -0.3178 / -0.3178
Kohn-Sham gap (spin up / spin down) in Ha: 0.32399 / 0.32402
Energy relative to the best compared isomer or geometry (same formula, charge and spin) in eV: 1.393
Total charge: +2

Record 4
Density functional theory data (ωB97M-V/def2-TZVPD) for a cluster of 2 separate species, C3H11N in total.

The geometry in XYZ format:
```
15
Properties=species:S:1:pos:R:3:forces:R:3
C -0.556155 -0.532105 1.757416 -0.38 -0.86 0.31
C -1.204725 0.211987 0.604760 0.10 3.09 0.55
C -1.146776 1.741892 0.967037 -0.26 1.26 -1.56
H -0.065495 -1.452252 1.454843 -0.46 -0.53 -0.06
H -1.350507 -0.723950 2.516412 0.83 -0.10 -0.35
H 0.280011 -0.016413 2.245462 -0.44 0.51 -0.20
H -2.287270 0.168874 0.502369 -0.07 -1.29 0.17
H -0.801413 0.102048 -0.410454 0.26 -0.29 0.47
H -1.697475 2.315661 0.201469 -0.08 -0.34 -0.12
H -1.684568 2.082917 1.862825 0.47 -0.73 0.23
H -0.175783 2.260407 0.888650 0.04 -0.72 0.55
N 2.847439 -1.377972 -3.382865 -0.75 -1.03 0.05
H 3.270757 -2.198245 -2.953295 0.59 0.28 0.15
H 2.615629 -0.760241 -2.611026 0.03 0.05 0.00
H 1.956337 -1.822604 -3.643605 0.13 0.71 -0.20
```
Forces are in eV/Å.

Values from the calculation:
Lowest unoccupied orbital energy in Ha: 0.0307
SMILES: CCC.N
Kohn-Sham gap in Ha: 0.41696
Energy relative to the best compared isomer or geometry (same formula, charge and spin) in eV: 0.560
Total charge: 0

Record 5
Density functional theory data (ωB97M-V/def2-TZVPD) for a cluster of 2 separate species, C3H11N in total.

The geometry in XYZ format:
```
15
Properties=species:S:1:pos:R:3:forces:R:3
C 0.822628 -0.526415 0.282840 0.98 0.20 -0.21
C 0.748412 0.348195 1.561412 -0.93 -0.49 -1.38
C -0.700333 0.494484 2.018745 0.35 0.59 1.27
H 1.539545 -0.053843 -0.399387 -0.27 -0.10 -0.16
H -0.123233 -0.648624 -0.245645 -0.05 0.12 0.14
H 1.253438 -1.514333 0.446136 -0.26 -0.13 0.25
H 1.127412 1.327305 1.266864 0.19 0.01 0.46
H 1.362723 -0.124749 2.319289 0.13 0.35 0.28
H -0.766982 1.275765 2.791675 0.02 -0.15 -0.09
H -1.381281 0.821211 1.236537 0.04 -0.29 -0.24
H -1.045345 -0.413603 2.514158 -0.23 -0.12 -0.34
N -0.527798 -0.103503 -3.481567 1.02 -0.35 -0.82
H -1.152956 -0.093857 -4.259474 -0.48 0.17 -0.32
H -0.197369 -1.055822 -3.381531 -0.13 0.21 0.42
H -0.958860 0.267789 -2.670052 -0.40 -0.02 0.73
```
Forces are in eV/Å.

Values from the calculation:
Lowest unoccupied orbital energy in Ha: 0.0401
SMILES: CCC.N
Kohn-Sham gap in Ha: 0.40447
Energy relative to the best compared isomer or geometry (same formula, charge and spin) in eV: 0.170
Total charge: 0

Record 6
Density functional theory data (ωB97M-V/def2-TZVPD) for a cluster of 2 separate species, C3H11N2 in total.

The geometry in XYZ format:
```
16
Properties=species:S:1:pos:R:3:forces:R:3
C -2.603605 0.190317 -0.731654 2.03 -0.89 0.95
N -1.708991 -0.261135 0.144817 -3.86 0.99 -0.37
H -2.822536 -0.366765 -1.663765 -0.86 -0.34 0.97
H -3.093537 1.165811 -0.621761 1.05 0.30 -0.39
H -0.107128 -0.062695 0.479998 0.58 -0.15 0.81
H -2.000074 -1.226721 0.399549 1.42 -0.21 -1.38
C 1.430727 -1.023292 -0.547113 2.72 0.40 0.03
N 0.965783 -0.112015 0.523402 -0.44 -0.26 0.88
C 1.526107 1.292023 0.604634 -1.11 -2.00 -0.92
H 1.192000 -0.708374 -1.561040 -0.24 0.14 0.25
H 2.553338 -1.004145 -0.407876 -1.02 -0.15 -0.68
H 1.153789 -2.052765 -0.353485 -0.53 0.08 0.08
H 1.383771 -0.542622 1.375100 -1.38 0.18 -0.38
H 1.209614 1.813511 -0.242409 -0.40 0.84 -1.51
H 2.550813 1.081793 0.524013 1.65 0.79 0.63
H 1.063032 1.760732 1.438939 0.41 0.29 1.04
```
Forces are in eV/Å.

Values from the calculation:
Lowest unoccupied orbital energy in Ha: -0.1494
Kohn-Sham gap in Ha: 0.36096
Energy relative to the best compared isomer or geometry (same formula, charge and spin) in eV: 2.720
Total charge: +1

The records above yield strongest force on any atom values of 0.0883, 0.1139, 0.0748, 0.0610, 0.0337, 0.0779 hartree/bohr, respectively.